1.
# C31H38N6O2SSeW

A molecular structure, C31H38N6O2SSeW in a non-equilibrium geometry (ωB97M-V/def2-TZVPD, the Open Molecules 2025 dataset).

XYZ file:
```
80
Properties=species:S:1:pos:R:3:lowdin_charge:R:1
W 0.1144 0.2874 0.2779 1.616
C 1.7993 2.5903 -0.5613 -0.113
N 2.1399 1.1570 -0.2693 -0.308
C 2.6230 0.6055 -1.5929 -0.155
C 3.1369 -0.8409 -1.6174 -0.108
C 2.2530 -1.8869 -0.8967 -0.160
N 0.8569 -1.4541 -0.9194 -0.067
C 0.0961 -2.0393 -1.8130 -0.003
C -1.0718 -1.4637 -2.3726 -0.130
C -1.8662 -2.1738 -3.3041 0.030
C -2.7553 -1.5072 -4.1150 -0.005
C -2.9006 -0.1229 -4.0050 0.021
C -2.1488 0.6038 -3.0916 0.029
C -1.2355 -0.0458 -2.2716 -0.266
O -0.4062 0.6248 -1.4373 -0.401
C 3.2742 1.2067 0.7216 -0.151
C 3.5895 -0.0728 1.4963 -0.134
C 2.4989 -0.6083 2.4307 -0.186
N 1.2124 -0.9852 1.8051 -0.127
C 0.7307 -2.1470 2.1705 -0.045
C -0.5384 -2.7031 1.8360 -0.134
C -0.8320 -4.0259 2.2447 0.031
C -2.0613 -4.5944 1.9909 0.000
C -3.0509 -3.8592 1.3422 0.018
C -2.8088 -2.5540 0.9343 0.038
C -1.5682 -1.9793 1.1579 -0.261
O -1.2917 -0.7116 0.7696 -0.242
H 2.6736 3.1080 -0.9745 0.128
H 1.5093 3.1252 0.3531 0.052
H 0.9829 2.6617 -1.2965 0.071
H 3.4339 1.2494 -1.9605 0.149
H 1.7839 0.6973 -2.3000 0.124
H 4.1503 -0.8983 -1.2225 0.122
H 3.2091 -1.1107 -2.6745 0.141
H 2.5663 -2.0305 0.1387 0.092
H 2.3673 -2.8460 -1.4092 0.142
H 0.4500 -2.9647 -2.2691 0.168
H -1.7532 -3.2442 -3.3913 0.138
H -3.3189 -2.0494 -4.8582 0.136
H -3.5951 0.3991 -4.6470 0.139
H -2.2419 1.6784 -3.0186 0.121
H 3.0405 1.9933 1.4482 0.112
H 4.1822 1.5117 0.1881 0.153
H 4.4324 0.1749 2.1488 0.148
H 3.9621 -0.8585 0.8463 0.097
H 2.2830 0.1509 3.1947 0.096
H 2.9198 -1.4782 2.9451 0.139
H 1.3289 -2.7679 2.8428 0.160
H -0.0692 -4.6033 2.7464 0.138
H -2.2660 -5.6071 2.3028 0.138
H -4.0240 -4.2870 1.1612 0.138
H -3.5731 -1.9719 0.4403 0.140
C -1.4469 -0.2229 4.7038 0.009
N -0.4812 0.7650 5.1072 -0.110
C -0.2140 1.0721 6.4070 0.025
C 0.7379 2.0445 6.4058 0.027
N 1.0418 2.3220 5.1094 -0.108
C 2.0063 3.3143 4.7204 0.013
C 0.3101 1.5179 4.3154 -0.461
Se 0.0347 1.7733 2.3430 0.794
H -2.3751 -0.0745 5.2579 0.122
H -1.0783 -1.2260 4.9290 0.115
H -1.6521 -0.1321 3.6341 0.062
H -0.7087 0.6010 7.2346 0.156
H 1.1991 2.5487 7.2338 0.159
H 1.8590 4.2184 5.3122 0.123
H 1.8769 3.5570 3.6676 0.068
H 3.0186 2.9523 4.9086 0.120
S -1.5284 2.5100 -0.0965 0.728
C -2.5533 3.4869 0.9196 -0.640
N -2.4452 4.8255 0.7998 0.090
C -3.2154 5.6851 1.4823 0.012
C -4.1674 5.2066 2.3543 0.024
C -4.3273 3.8264 2.4905 0.023
C -3.5148 2.9637 1.7765 -0.052
H -1.7715 5.1834 0.1258 0.172
H -3.0600 6.7431 1.3175 0.160
H -4.7934 5.8945 2.9008 0.140
H -5.0949 3.4336 3.1383 0.138
H -3.6342 1.8928 1.8367 0.119
```

Properties
2S+1 = 1
orbital gap = 5.8 eV
total energy = -4548.44094 Eh
HOMO level = -0.7014 hartree
total charge = +4



2.
# C31H38NPSiTi

A molecular structure, C31H38NPSiTi in a non-equilibrium geometry (ωB97M-V/def2-TZVPD, the Open Molecules 2025 dataset).

XYZ file:
```
73
Properties=species:S:1:pos:R:3:lowdin_charge:R:1
C 3.5669 3.4531 0.1014 -0.011
C 2.9764 3.0744 1.3118 -0.002
C 1.9825 2.0856 1.3404 -0.244
C 1.6690 1.4141 0.1496 -0.168
C 2.2651 1.7957 -1.0651 -0.297
C 3.2249 2.8039 -1.0828 -0.011
C 1.3460 1.7062 2.6598 -0.109
C -0.1827 1.8184 2.8255 -0.145
N -0.9926 1.6604 1.5861 -0.396
Ti -0.0578 0.3059 0.2988 0.763
C 1.7887 1.2017 -2.3604 -0.248
P 0.0000 0.7767 -2.1368 0.813
H 3.2596 3.5630 2.2462 0.129
H 3.6724 3.0870 -2.0348 0.131
H 4.2896 4.2619 0.0825 0.125
H 2.3198 0.2774 -2.6385 0.118
H 1.8675 1.9171 -3.1937 0.113
H 1.6505 0.6814 2.9426 0.092
H 1.7707 2.3644 3.4300 0.134
H -0.5181 1.0729 3.5610 0.131
C -0.5381 -0.1988 -3.5531 -0.208
C -0.6920 2.4106 -2.5752 -0.231
H -0.4496 2.8092 3.2267 0.143
C -1.1360 2.9706 0.9128 -0.046
C -2.3436 1.1579 1.9297 -0.054
H 0.4430 -0.6204 -1.0699 0.008
H -1.6846 3.6222 1.6113 0.119
H -0.1607 3.4171 0.6925 0.106
H -1.7098 2.8683 -0.0136 0.088
H -2.8942 1.9795 2.4171 0.121
H -2.8773 0.8499 1.0180 0.102
H -2.2837 0.3067 2.6252 0.099
H -0.4231 2.6088 -3.6270 0.071
H -1.7868 2.4099 -2.4844 0.060
H -0.2798 3.2209 -1.9569 0.058
H -0.3161 0.3530 -4.4830 0.080
H -0.0408 -1.1801 -3.5671 0.066
H -1.6283 -0.3462 -3.4719 0.071
H -0.7907 -1.2807 0.4212 -0.013
C 1.7596 -5.3646 -1.2953 -0.051
C 0.5529 -4.7180 -1.5902 -0.061
C 0.0472 -3.7478 -0.7184 -0.110
C 0.7596 -3.3935 0.4355 -0.283
C 1.9589 -4.0414 0.7329 -0.074
C 2.4547 -5.0334 -0.1252 -0.049
Si -0.0159 -2.0817 1.5341 0.707
C -1.5844 -2.9452 2.1111 -0.302
C -2.8578 -2.4960 1.7356 -0.115
C -3.9853 -3.2776 2.0115 -0.062
C -3.8433 -4.5078 2.6647 -0.050
C -2.5752 -4.9448 3.0657 -0.043
C -1.4504 -4.1550 2.8016 -0.090
C 1.0222 -1.8775 3.0914 -0.281
C 0.4426 -2.0898 4.3546 -0.086
C 1.2322 -2.1817 5.5032 -0.041
C 2.6153 -2.0103 5.4015 -0.039
C 3.2094 -1.7323 4.1648 -0.050
C 2.4154 -1.6614 3.0162 -0.136
H 2.1451 -6.1300 -1.9677 0.117
H -0.0030 -4.9647 -2.4907 0.111
H -0.9012 -3.2576 -0.9392 0.100
H 2.5106 -3.7703 1.6322 0.094
H 3.3889 -5.5386 0.1137 0.115
H -2.9680 -1.5469 1.2103 0.067
H -4.9711 -2.9259 1.7043 0.112
H -4.7152 -5.1313 2.8439 0.116
H -2.4459 -5.8947 3.5784 0.117
H -0.4672 -4.4922 3.1371 0.118
H -0.6381 -2.2323 4.4404 0.108
H 0.7639 -2.4139 6.4672 0.125
H 3.2391 -2.0961 6.2899 0.121
H 4.2928 -1.5907 4.0778 0.123
H 2.8853 -1.4654 2.0463 0.115
```

Properties
2S+1 = 1
orbital gap (alpha / beta) = 5.9 / 5.9 eV
total energy = -2738.50049 Eh
HOMO level (alpha / beta) = -0.5071 / -0.5071 hartree
total charge = +2



What is the formula in the second record? C31H38NPSiTi